No. 1
Formula: C3H3Cl2FS
Source: OMol25
Level of theory: wB97M-V/def2-TZVPD

Its SMILES is CC(=S)C(F)(Cl)Cl. As for the HOMO energy: -0.3400 Ha. The energy above the lowest of the compared OMol25 structures with the same formula, charge and spin is 74.9 kJ/mol.

Each line ends with the Mulliken charge.
Element x y z (Å)
C1 -1.5123 1.5797 -0.7600  -0.750
C2 -1.0772 0.3732 -0.0913  -0.020
S1 -2.0841 -0.7787 0.6120  -0.146
C3 0.5767 0.1550 -0.1566  0.545
F1 1.0960 1.1714 -0.9461  -0.217
Cl1 1.4103 0.4130 1.3541  -0.113
Cl2 0.9597 -1.3794 -0.8891  -0.103
H1 -2.6797 1.6994 -1.0278  0.295
H2 -0.9744 1.5050 -1.8151  0.239
H3 -1.0769 2.4952 -0.2904  0.270

Forces on atoms 1 to 6 (eV/Å):
-1.03 1.46 -3.42
0.00 -3.04 1.79
2.04 1.97 -1.16
-1.53 1.36 -0.44
-0.41 -0.69 -0.16
-0.33 -0.37 0.65


No. 2
Formula: C3H3Cl2I
Source: OMol25
Level of theory: wB97M-V/def2-TZVPD

As for the HOMO energy (alpha / beta): -0.3663 / -0.3101 Ha. The energy above the lowest of the compared OMol25 structures with the same formula, charge and spin is 280.0 kJ/mol.

Each line ends with the Mulliken charge.
Element x y z (Å)
C1 -0.8810 0.2821 0.9427  -0.521
C2 -1.9857 0.4400 0.3307  0.445
C3 2.0293 -0.9293 -0.6665  -0.875
Cl1 -2.5834 2.1157 -0.1142  -0.190
Cl2 -3.0794 -0.7509 -0.2082  -0.134
I1 3.1126 0.6797 -0.0475  0.123
H1 -0.0796 0.8275 1.3712  0.386
H2 1.2401 -0.7767 -1.3740  0.404
H3 2.2270 -1.8880 -0.2342  0.362

Forces on atoms 1 to 6 (eV/Å):
0.55 -0.30 0.34
-1.41 1.46 -0.95
0.04 0.22 0.10
0.52 -0.99 0.39
-0.04 -0.37 -0.01
-0.09 -0.12 -0.04


No. 3
Formula: C3H3Cl3F2
Source: OMol25
Level of theory: wB97M-V/def2-TZVPD

Its SMILES is CC(F)(F)C(Cl)(Cl)Cl. As for the HOMO energy: -0.4145 Ha. The energy above the lowest of the compared OMol25 structures with the same formula, charge and spin is 0.0 kJ/mol.

Each line ends with the Mulliken charge.
Element x y z (Å)
C1 1.2890 -0.1800 0.4928  -1.268
C2 -0.2711 -0.1496 0.4544  0.606
F1 -0.6752 0.5833 1.5444  -0.249
F2 -0.6921 -1.4517 0.6027  -0.255
C3 -0.9484 0.3196 -0.7951  0.431
Cl1 -2.7371 0.2195 -0.6701  -0.116
Cl2 -0.4724 1.9746 -1.1458  -0.118
Cl3 -0.3837 -0.7042 -2.1931  -0.131
H1 1.4485 -0.5133 1.5040  0.342
H2 1.7363 -0.8818 -0.1901  0.376
H3 1.7062 0.7835 0.3958  0.384

Forces on atoms 1 to 6 (eV/Å):
-1.81 -0.55 0.37
1.80 -1.18 1.00
-0.21 -0.48 -0.81
-0.06 0.46 0.55
-0.70 0.45 -1.81
0.80 -0.03 0.06